Entry from the OMol25 dataset: C15H34AsCoN5 as an isolated structure (ωB97M-V/def2-TZVPD).

XYZ file:
```
56
Properties=species:S:1:pos:R:3
Co -0.17100 -0.49533 -0.44893
C 2.28136 0.92664 0.33871
C 1.41564 1.88319 -0.47657
N 0.55836 1.17954 -1.47354
C 1.26010 0.71220 -2.70619
C 2.02486 -0.58342 -2.45825
N 1.19206 -1.53237 -1.67139
C 1.93849 -2.36994 -0.69844
C 2.32518 -1.57789 0.57542
N 1.54115 -0.31124 0.74622
H 2.63811 1.45281 1.22394
H 3.16741 0.63428 -0.21684
H 2.05774 2.61767 -0.96770
H 0.74078 2.42623 0.18972
H -0.13987 1.85406 -1.77188
H 1.94035 1.48590 -3.06753
H 0.49942 0.55633 -3.47225
H 2.94992 -0.39920 -1.91844
H 2.30627 -1.02804 -3.41260
H 0.72562 -2.15165 -2.32732
H 2.83188 -2.79991 -1.15279
H 1.28409 -3.19850 -0.42791
H 3.38834 -1.34233 0.58642
H 2.13897 -2.21261 1.43949
H 1.31982 -0.22306 1.73252
C -2.88301 3.75919 -2.15261
C -2.57723 3.76294 -0.66026
As -2.79224 2.05375 0.23998
C -4.51026 1.28052 -0.21688
C -4.56832 0.49997 -1.52604
C -2.77145 2.39079 2.15058
C -1.38140 2.49654 2.77144
H -2.74515 4.76813 -2.54034
H -3.91232 3.47042 -2.35913
H -2.21907 3.10309 -2.71872
H -3.29435 4.37721 -0.10060
H -1.58176 4.14604 -0.43140
H -5.16258 2.16244 -0.23575
H -4.79517 0.66694 0.63789
H -4.17966 1.06678 -2.37086
H -5.60665 0.25684 -1.74783
H -4.02004 -0.43965 -1.44757
H -3.36770 1.60123 2.60848
H -3.32199 3.33214 2.24920
H -0.81866 1.56542 2.66733
H -1.47407 2.70353 3.83659
H -0.79966 3.30962 2.33508
N -2.12549 -2.81984 -0.44350
C -2.98436 -3.46653 0.35119
C -3.06150 -2.76624 1.54166
C -2.20165 -1.69257 1.37337
N -1.62284 -1.71587 0.15764
H -1.87415 -3.06769 -1.38751
H -3.46923 -4.37596 0.03128
H -3.65262 -3.01525 2.40614
H -1.94036 -0.92149 2.08348
```

Results
Frontier orbital gap (alpha / beta) (eV): 10.72 / 6.87
Total charge: +3
Multiplicity: 5

Entry from the OMol25 dataset: one molecule with the formula C4H9N2P (ωB97M-V/def2-TZVPD).

XYZ file:
```
16
Properties=species:S:1:pos:R:3
C 0.91414 -1.05156 -0.44897
C -0.60508 -0.93144 -0.60948
C 1.39506 -0.67406 0.95214
C -1.09772 0.43894 -0.52319
N -2.81348 2.05138 -0.82438
N -1.97484 1.16360 -0.83978
P 1.65956 1.16999 1.13414
H 1.19041 -2.08649 -0.65706
H 1.41062 -0.42191 -1.18951
H -0.89577 -1.36115 -1.57548
H -1.09536 -1.51768 0.17560
H 0.68985 -1.03474 1.70483
H 2.36291 -1.14624 1.14741
H 0.37891 1.50825 0.70633
H -2.81062 2.66606 -1.62985
H 1.29141 1.22704 2.47727
```

Results
Frontier orbital gap (alpha / beta) (eV): 6.25 / 8.00
Multiplicity: 3

Entry from the OMol25 dataset: a 2-piece molecular cluster, CH2NP overall (ωB97M-V/def2-TZVPD).

XYZ file:
```
5
Properties=species:S:1:pos:R:3
C 0.77898 -0.81830 -0.59674
N 0.63605 0.08702 0.07500
P -0.93986 1.82589 1.09251
H 1.02594 -1.57353 -1.25652
H -1.50111 0.47893 0.68576
```

Results
Frontier orbital gap (alpha / beta) (eV): 7.22 / 7.23

Entry from the OMol25 dataset: C51H32CdCl6N7S2 as an isolated structure (ωB97M-V/def2-TZVPD).

XYZ file:
```
99
Properties=species:S:1:pos:R:3
Cd -0.06136 0.29008 -0.07013
Cl 1.73113 8.09643 4.34392
C 1.71998 6.72636 3.26345
C 1.16836 5.52853 3.68074
C 1.17411 4.44935 2.81190
C 1.73244 4.53492 1.53196
C 2.25592 5.76645 1.13969
C 2.25993 6.85680 1.99639
C 1.64452 3.29079 0.71296
C 2.09518 2.14025 1.39426
C 3.06876 2.17386 2.47838
C 3.38515 0.89129 2.76066
C 2.58234 0.05962 1.87935
C 2.57070 -1.33536 1.88096
C 3.45435 -2.00858 2.88193
C 4.65664 -2.59581 2.49209
C 5.48151 -3.22177 3.41374
C 5.09581 -3.25754 4.74370
Cl 6.12775 -4.03979 5.91113
C 3.90998 -2.68192 5.16219
C 3.09624 -2.06059 4.22528
C 1.82824 -2.17591 1.02801
N 0.91258 -1.77381 0.11330
C 0.44971 -2.87312 -0.53625
C -0.39982 -2.86480 -1.65812
C -0.97164 -4.18048 -2.08580
C -2.14094 -4.64407 -1.48804
C -2.68888 -5.86704 -1.85165
C -2.05680 -6.62532 -2.82147
Cl -2.73156 -8.16669 -3.28070
C -0.89839 -6.18382 -3.43884
C -0.36313 -4.95882 -3.06693
C -0.70853 -1.75346 -2.44432
C -1.41372 -1.78916 -3.70859
C -1.36545 -0.53494 -4.21667
C -0.64242 0.28153 -3.25720
N -0.28177 -0.48517 -2.20506
C -0.35639 1.65249 -3.40563
C 0.27987 2.48686 -2.47896
C 0.64115 3.86734 -2.73540
C 1.14400 4.36309 -1.58353
C 1.14322 3.27644 -0.61202
N 0.60702 2.17869 -1.19890
C -0.79296 2.28897 -4.68145
C -0.22909 1.91500 -5.90051
C -0.63177 2.50573 -7.08901
C -1.61495 3.48020 -7.05328
Cl -2.13211 4.22872 -8.54142
C -2.19573 3.87127 -5.85959
C -1.77882 3.27253 -4.68050
C 1.07984 -4.05070 0.01416
C 1.93730 -3.62030 0.97935
N 1.84201 0.85920 1.06825
H 0.71889 5.44469 4.66127
H 0.68430 3.52677 3.10619
H 2.71734 5.89077 0.17449
H 2.68771 7.80013 1.68461
H 3.49567 3.06754 2.90821
H 4.11122 0.53295 3.47442
H 4.94741 -2.55534 1.44927
H 6.41571 -3.67269 3.10872
H 3.62680 -2.71938 6.20516
H 2.16838 -1.60017 4.54525
H -2.63392 -4.03680 -0.73315
H -3.59959 -6.22189 -1.38634
H -0.42369 -6.79146 -4.19766
H 0.54342 -4.59975 -3.54111
H -1.87725 -2.66091 -4.14553
H -1.78846 -0.18942 -5.14757
H 0.55108 4.38233 -3.67961
H 1.54239 5.35307 -1.46875
H 0.54061 1.15251 -5.91425
H -0.18729 2.21780 -8.03212
H -2.96645 4.63047 -5.85464
H -2.22889 3.56384 -3.73846
H 0.91765 -5.06416 -0.32424
H 2.60749 -4.21963 1.57759
Cl -2.83908 1.26829 -1.02795
C -3.73655 1.48145 0.45090
C -5.10521 1.62264 0.31870
C -5.89439 1.79683 1.44674
C -5.29282 1.82585 2.69143
C -3.92040 1.67871 2.79468
Cl -3.24943 1.73817 4.40470
C -3.07424 1.49622 1.69117
S -1.34653 1.34471 1.92009
H -5.54373 1.59201 -0.66956
H -6.96691 1.90450 1.35534
H -5.87928 1.95726 3.59055
N -1.55012 -1.57037 3.66826
N -1.12667 -2.76507 3.08833
C -1.94961 -3.48557 2.29117
N -1.40077 -4.66902 1.89227
S -3.48801 -3.04926 1.83759
H -1.34027 -0.77717 3.06627
H -1.09595 -1.46485 4.56312
H -0.13539 -2.89125 2.93773
H -0.39423 -4.74849 1.88698
H -1.86048 -5.10070 1.11198
```

Results
Frontier orbital gap (alpha / beta) (eV): 5.44 / 5.44
Total charge: -1

It is found that the largest force on an atom values, taken in the order of the records, are 0.98 5.54 1.81 0.34 eV/A.
It is found that the energy above the lowest of the compared OMol25 structures with the same formula, charge and spin values, taken in the order of the records, are 0.000 2.385 3.038 0.000 eV.